# 1
{"formula": "C2H4ClPS", "method": "wB97M-V/def2-TZVPD", "relative_energy_kcal_mol": 45.8, "smiles": "[PH3]=S.C#CCl", "largest_force_ev_per_a": 2.49, "lumo_ev": 0.5, "orbital_gap_ha": 0.356, "species": ["P", "S", "H", "H", "H", "C", "C", "Cl", "H"], "positions_angstrom": [[-0.4863, 0.3187, 1.2743], [-1.2293, 1.3443, -0.1623], [0.7789, 0.2502, 1.8451], [-1.2012, 0.2758, 2.4805], [-0.2125, -0.9562, 0.8610], [2.0712, 1.9735, -0.2329], [2.7668, 0.9792, -0.2311], [3.4808, -0.4660, -0.0932], [1.4269, 2.7985, -0.3964]], "atomic_forces_ev_per_a": [[0.1214, -0.6650, 0.2541], [-0.0697, 0.7979, -0.1941], [0.6917, 1.3704, 0.1340], [-0.1853, -0.2654, -0.1027], [-0.7255, -1.2639, -0.0631], [1.1830, -1.4342, -0.3583], [-1.5722, 1.9223, 0.1884], [0.5651, -0.6895, 0.0281], [-0.0085, 0.2275, 0.1135]], "nbo_charge": [0.635, -0.544, -0.032, -0.015, -0.037, -0.235, -0.160, 0.134, 0.255]}


# 2
{"formula": "C2H4ClPS2", "method": "wB97M-V/def2-TZVPD", "relative_energy_kcal_mol": 43.3, "largest_force_ev_per_a": 1.43, "lumo_ev": [-1.6, -1.9], "orbital_gap_ha": [0.267, 0.242], "species": ["C", "C", "P", "S", "S", "Cl", "H", "H", "H", "H"], "positions_angstrom": [[1.3071, 0.1885, 0.6824], [1.3735, 0.1834, -0.6322], [-1.9376, 0.6271, -0.7203], [-0.8350, -2.4374, -0.1654], [-2.0209, -1.0489, 0.4851], [-3.2520, 1.7620, 0.2517], [0.7852, 0.9577, 1.2319], [1.7712, -0.5858, 1.2732], [1.8877, -0.6003, -1.1653], [0.9209, 0.9537, -1.2412]], "atomic_forces_ev_per_a": [[0.0771, 0.0733, 0.3095], [0.1452, 0.0638, -0.3430], [0.6860, -1.2213, -0.2857], [-0.0854, 0.0979, -0.1192], [-0.1925, 0.4266, -0.1367], [-0.6971, 0.5643, 0.5432], [-0.0581, 0.1428, 0.0255], [0.0462, -0.1271, 0.0547], [0.0746, -0.1141, -0.0642], [0.0039, 0.0938, 0.0159]], "nbo_charge": [-0.386, -0.386, 0.461, -0.248, 0.039, -0.260, 0.190, 0.199, 0.200, 0.191]}


# 3
{"formula": "C2H4CuLiO2", "method": "wB97M-V/def2-TZVPD", "relative_energy_kcal_mol": 76.5, "largest_force_ev_per_a": 5.50, "lumo_ev": [-4.5, -5.5], "multiplicity": 2, "orbital_gap_ha": [0.342, 0.265], "charge": 1, "species": ["O", "C", "C", "O", "Li", "Cu", "H", "H", "H", "H"], "positions_angstrom": [[-0.0569, -1.4854, 0.6288], [0.3721, -0.0122, -0.5922], [-0.3925, 1.2023, -0.1563], [0.4510, 1.0812, 0.9692], [-0.4655, -3.1528, 0.3160], [0.1096, -0.3875, 2.0138], [1.4346, -0.2830, -0.6704], [0.1700, -0.1525, -1.6658], [-1.4853, 1.0917, -0.1019], [-0.1370, 2.0982, -0.7413]], "atomic_forces_ev_per_a": [[0.1322, 1.2170, -3.4223], [-1.1586, -3.7520, -3.8542], [2.5955, -1.3249, 0.5437], [-1.0546, 3.3627, 4.0365], [0.0542, 0.1945, -0.1177], [0.2729, 0.9725, 0.8414], [-0.1206, 1.2760, 1.4550], [-1.2339, -1.4598, 0.0362], [0.3687, -0.1578, 0.4767], [0.1442, -0.3281, 0.0047]], "nbo_charge": [-1.287, -0.002, -0.159, -0.624, 0.988, 1.194, 0.242, 0.191, 0.216, 0.241]}


# 4
{"formula": "C2H4CuO", "method": "wB97M-V/def2-TZVPD", "relative_energy_kcal_mol": 8.5, "largest_force_ev_per_a": 3.92, "lumo_ev": [-1.1, -1.2], "multiplicity": 2, "orbital_gap_ha": [0.262, 0.272], "species": ["O", "Cu", "C", "C", "H", "H", "H", "H"], "positions_angstrom": [[0.7357, -0.6769, -0.0960], [0.9501, 1.3242, 0.1360], [-0.8972, -0.8053, 0.1978], [-1.7552, 0.2559, -0.2846], [-1.0903, -1.7404, -0.3654], [-0.9916, -0.9408, 1.2930], [-2.2705, 0.9270, 0.4103], [-1.8027, 0.4800, -1.3551]], "atomic_forces_ev_per_a": [[-3.0318, 2.3596, 0.7623], [-0.3429, -2.0333, -0.3267], [2.3934, -1.1619, -0.1244], [0.7040, 0.9866, -0.2324], [0.1195, 0.3488, 0.4846], [0.0967, -0.1063, -0.6946], [0.1761, -0.2360, -0.2847], [-0.1150, -0.1575, 0.4158]], "nbo_charge": [-0.925, 0.760, -0.227, -0.344, 0.198, 0.180, 0.177, 0.181]}


# 5
{"formula": "C2H4F2N2O2", "method": "wB97M-V/def2-TZVPD", "relative_energy_kcal_mol": 141.9, "largest_force_ev_per_a": 4.71, "lumo_ev": [-1.8, 0.8], "orbital_gap_ha": [0.188, 0.437], "species": ["C", "C", "N", "N", "O", "O", "F", "F", "H", "H", "H", "H"], "positions_angstrom": [[-1.0689, 0.4987, 0.2139], [-1.1948, -1.5933, -0.8022], [-0.2261, 1.5034, -0.0016], [1.9741, 0.1270, 0.1783], [-1.8536, 0.1325, 0.9879], [-0.6626, -0.4126, -0.8614], [1.9388, 0.1559, 1.5444], [3.2600, 0.3395, -0.1496], [-0.8251, -2.4459, -1.3329], [-1.8451, -1.5982, 0.0431], [-0.1494, 2.1605, 0.7010], [0.6526, 1.1324, -0.5210]], "atomic_forces_ev_per_a": [[2.5675, -2.0772, -3.3629], [-1.6906, -1.5805, 0.8583], [1.2589, -0.6779, -2.0531], [0.9141, -0.5023, 0.6673], [-2.0883, 0.6157, 2.3092], [1.2206, 2.2567, -0.5279], [0.3317, 0.0182, -0.9548], [-0.2107, -0.0798, 0.4433], [0.3773, 0.1434, -0.2961], [-0.6777, -1.3024, 0.1936], [0.3903, 1.6170, 1.4893], [-2.3931, 1.5690, 1.2338]], "nbo_charge": [0.880, -0.106, -0.830, 0.417, -0.568, -0.550, -0.206, -0.190, 0.168, 0.167, 0.394, 0.424]}


# 6
{"formula": "C2H4F2O4", "method": "wB97M-V/def2-TZVPD", "relative_energy_kcal_mol": 92.6, "smiles": "COC(=O)OF.OF", "largest_force_ev_per_a": 6.31, "lumo_ev": 0.7, "orbital_gap_ha": 0.444, "species": ["C", "O", "C", "O", "O", "F", "H", "H", "H", "O", "F", "H"], "positions_angstrom": [[0.1920, 0.1016, 0.7049], [1.0317, 1.3089, 0.4804], [2.0467, 1.0406, -0.2685], [2.4920, 0.0083, -0.6282], [2.7158, 2.0850, -0.6895], [2.0785, 3.2757, -0.4802], [0.7005, -0.6992, 0.9740], [-0.3019, -0.3564, -0.2108], [-0.7137, 0.4670, 1.3132], [2.4053, -2.8621, -0.1923], [1.3093, -2.8633, 0.6312], [2.5611, -1.9455, -0.2639]], "atomic_forces_ev_per_a": [[-4.7246, 3.7285, -1.8842], [-1.8797, -1.4514, 0.3337], [-0.6452, 0.1719, 0.4255], [0.5029, -2.3608, -0.3260], [2.1987, 0.9426, -1.2097], [-0.8382, 1.2615, 0.4759], [2.6583, -3.0709, 2.4837], [0.7423, 1.4591, 0.2194], [1.9687, -0.7315, -0.4410], [1.0985, -2.3549, -0.8804], [-1.4469, -0.0154, 1.0905], [0.3653, 2.4214, -0.2874]], "nbo_charge": [-0.270, -0.471, 0.961, -0.630, -0.113, -0.096, 0.204, 0.202, 0.218, -0.311, -0.166, 0.474]}


# 7
{"formula": "C2H4F5KO3PSi", "method": "wB97M-V/def2-TZVPD", "largest_force_ev_per_a": 4.05, "lumo_ev": -3.8, "orbital_gap_ha": 0.406, "charge": 1, "species": ["O", "P", "O", "O", "Si", "C", "F", "F", "C", "F", "F", "F", "H", "H", "H", "H", "K"], "positions_angstrom": [[1.1971, -1.2918, -0.7290], [1.7082, -0.1538, 0.0539], [2.5479, -0.5986, 1.3181], [2.8059, 0.7302, -0.6663], [-0.0038, 1.1568, 0.8123], [-1.3630, 0.8763, -0.5397], [-0.7843, 0.9195, -1.7673], [-2.2584, 1.8829, -0.4698], [-2.1475, -0.4707, -0.4610], [-2.2529, -1.1038, -1.6168], [-3.3382, -0.3474, 0.0894], [-1.3991, -1.3115, 0.3833], [1.9953, -1.0713, 1.9606], [2.8759, 0.6148, -1.6293], [0.3600, 2.5749, 0.8983], [-0.4325, 0.5925, 2.1068], [0.4893, -2.9990, 0.2565]], "atomic_forces_ev_per_a": [[0.8510, 2.1114, -1.7441], [0.4748, 1.5691, -0.5895], [-0.0315, -0.4354, 0.7128], [-0.2428, -0.1249, -0.1026], [0.1044, -0.1279, 0.0165], [-0.1217, 0.0242, -0.0631], [0.1584, 0.0735, -0.0654], [-0.2142, 0.1301, -0.0435], [0.1658, -0.4959, 0.3935], [0.0776, 0.2205, 0.2472], [0.3042, 0.0564, -0.0503], [-0.6581, 0.3211, -0.3084], [0.4101, 0.3015, 0.2157], [-0.0588, 0.0160, 0.2655], [-0.0132, -0.0183, -0.1143], [0.0064, 0.0207, -0.0503], [-1.2124, -3.6421, 1.2803]], "mulliken_charge": [-0.842, 0.931, -0.506, -0.516, 0.319, 0.554, -0.255, -0.253, 0.683, -0.237, -0.218, -0.275, 0.340, 0.362, -0.078, -0.050, 1.041]}


# 8
{"formula": "C2H4FN", "method": "wB97M-V/def2-TZVPD", "relative_energy_kcal_mol": 46.4, "largest_force_ev_per_a": 5.83, "lumo_ev": 0.5, "orbital_gap_ha": 0.414, "species": ["C", "C", "N", "F", "H", "H", "H", "H"], "positions_angstrom": [[0.7662, 0.1723, -0.0218], [-0.5675, -0.4546, 0.0257], [1.0871, 1.3482, -0.0395], [1.7520, -0.8157, 0.0458], [-1.4356, 0.2709, 0.2002], [-0.7745, -1.1721, 0.8402], [-0.5804, -0.9126, -1.0294], [2.5660, 1.4652, -0.1888]], "atomic_forces_ev_per_a": [[1.4004, -2.2692, 1.5687], [-1.9986, 0.3094, -1.0745], [4.9022, 3.0030, -0.9501], [-0.6314, 0.1647, -0.3476], [1.5192, -0.5619, -0.8849], [0.9524, -0.0915, -0.6464], [-0.7891, 0.2067, 1.6873], [-5.3552, -0.7613, 0.6475]], "nbo_charge": [0.583, -0.709, -0.587, -0.373, 0.248, 0.250, 0.247, 0.340]}


# 9
{"formula": "C2H4FN3", "method": "wB97M-V/def2-TZVPD", "relative_energy_kcal_mol": 87.1, "largest_force_ev_per_a": 4.64, "lumo_ev": [0.5, 0.5], "orbital_gap_ha": [0.313, 0.313], "species": ["C", "C", "N", "N", "N", "F", "H", "H", "H", "H"], "positions_angstrom": [[0.6048, 0.0942, -0.2988], [-2.2853, 0.1159, 0.0991], [-2.1118, -1.1032, -0.2481], [-0.9811, -1.6694, 0.1092], [0.1915, -1.0783, 0.0492], [-3.5126, 0.6815, 0.0171], [-0.0828, 0.8748, -0.4704], [1.7288, 0.1739, -0.3421], [-1.5912, 0.8151, 0.4824], [1.0321, -1.6371, 0.1053]], "atomic_forces_ev_per_a": [[2.0512, 1.1593, -0.0548], [-1.3309, -0.7664, -1.0669], [-1.3671, 3.2666, 0.9153], [3.0029, -3.5240, 0.2193], [-0.8392, 0.3068, -0.5729], [0.5191, -0.5118, -0.3014], [0.0074, 0.7459, -0.3256], [-1.6366, 0.3029, -0.1877], [0.4173, 0.4250, 0.6735], [-0.8240, -1.4043, 0.7013]], "nbo_charge": [-0.305, 0.404, -0.276, -0.215, -0.222, -0.327, 0.192, 0.201, 0.137, 0.412]}


# 10
{"formula": "C2H4FNO", "method": "wB97M-V/def2-TZVPD", "relative_energy_kcal_mol": 72.6, "smiles": "CN(F)C=O", "largest_force_ev_per_a": 2.68, "lumo_ev": 0.9, "orbital_gap_ha": 0.398, "species": ["C", "N", "F", "C", "O", "H", "H", "H", "H"], "positions_angstrom": [[0.6531, -0.2268, -0.0344], [-0.4340, 0.6948, -0.2092], [-0.0928, 1.9729, 0.1377], [-1.8296, 0.4051, -0.0455], [-2.3649, -0.6693, -0.0233], [0.0783, -1.2507, -0.2649], [1.4839, 0.1020, -0.7415], [0.9533, -0.4325, 1.0767], [-2.4689, 1.4102, 0.0509]], "atomic_forces_ev_per_a": [[-0.9195, -2.3753, 0.6642], [-1.9548, -1.3013, -0.0138], [-0.0978, 0.7291, 0.2717], [-0.1302, 2.5942, 0.5163], [0.9272, 0.0336, -0.2440], [1.7354, 2.0388, -0.1788], [-0.9544, -1.0066, 1.1368], [-0.1680, 1.0073, -1.8922], [1.5621, -1.7198, -0.2601]], "nbo_charge": [-0.468, -0.082, -0.226, 0.513, -0.561, 0.254, 0.231, 0.207, 0.131]}